## A
CH2O4S2 | wB97M-V/def2-TZVPD

Summary:
frontier orbital gap (spin up / spin down)	7.634 / 7.632	eV
2S+1	1
HOMO (spin up / spin down)	-9.766 / -9.765	eV
E_LUMO (spin up / spin down)	-0.078 / -0.078	Eh

Positions of all 9 atoms, in Å:
S1 0.396 -0.931 0.154
S2 -2.370 0.595 -0.120
O1 0.453 -2.167 -0.499
O2 -2.428 1.928 0.274
O3 -0.439 -0.838 1.320
O4 -1.166 0.298 -0.941
C1 1.724 0.089 0.191
H1 1.397 1.092 0.199
H2 2.433 -0.066 -0.577

***

## B
CH2O4S2 | wB97M-V/def2-TZVPD

Summary:
frontier orbital gap	9.161	eV
2S+1	1
HOMO	-10.504	eV
E_LUMO	-0.049	Eh

Positions of all 9 atoms, in Å:
S1 3.829 -0.690 -0.989
S2 0.967 0.702 -1.174
O1 2.617 -1.214 -1.639
O2 3.967 -0.880 0.395
O3 2.254 1.181 -0.586
O4 0.715 0.913 -2.600
C1 -0.123 0.531 -0.005
H1 -1.195 0.315 -0.057
H2 0.442 0.514 0.947

***

Name the most stable of them. B.

***

## A
C6H6O | wB97M-V/def2-TZVPD

Summary:
structure (SMILES)	C1=C[C@@H]2O[C@@H]2C=C1
frontier orbital gap	8.561	eV
2S+1	1
HOMO	-8.654	eV
E_LUMO	-0.003	Eh

Positions of all 13 atoms, in Å:
O1 -1.661 -0.096 0.950
C1 -1.055 -0.749 -0.297
C2 -1.151 0.722 -0.123
C3 0.107 1.478 -0.125
C4 1.250 -0.669 0.273
C5 0.195 -1.431 -0.098
C6 1.270 0.706 0.238
H1 2.245 1.130 0.461
H2 0.092 2.644 -0.142
H3 2.142 -1.184 0.611
H4 -1.951 1.251 -0.635
H5 -1.727 -1.277 -0.969
H6 0.245 -2.525 -0.142

***

## B
C6H6O | wB97M-V/def2-TZVPD

Summary:
structure (SMILES)	Oc1ccccc1
frontier orbital gap	7.969	eV
2S+1	1
HOMO	-7.942	eV
E_LUMO	0.001	Eh

Positions of all 13 atoms, in Å:
O1 0.067 0.527 -2.289
C1 -1.003 0.691 0.186
C2 1.140 -0.554 0.964
C3 1.275 0.187 -0.148
C4 -0.006 0.523 -0.826
C5 -0.124 -1.192 1.292
C6 -1.289 -0.314 1.115
H1 2.028 -0.647 1.706
H2 -1.607 1.677 0.503
H3 -0.821 0.920 -2.421
H4 2.225 0.419 -0.675
H5 -0.121 -2.019 2.047
H6 -2.195 -0.622 1.654

***

Name the most stable of them. A.

***

## A
C5H5NO | wB97M-V/def2-TZVPD

Summary:
frontier orbital gap (spin up / spin down)	7.680 / 7.540	eV
2S+1	1
HOMO (spin up / spin down)	-8.781 / -8.612	eV
E_LUMO (spin up / spin down)	-0.040 / -0.039	Eh

Positions of all 12 atoms, in Å:
O1 0.137 0.249 2.183
N1 -1.679 0.900 0.049
C1 -1.551 -0.426 -0.491
C2 0.602 0.121 1.090
C3 -0.380 0.501 -0.243
C4 2.291 -0.214 -0.599
C5 1.871 -0.332 0.599
H1 3.273 -0.433 -1.027
H2 -1.990 -0.559 -1.483
H3 -2.028 1.128 0.984
H4 1.045 0.367 -1.217
H5 -1.591 -1.303 0.155

***

## B
C5H5NO | wB97M-V/def2-TZVPD

Summary:
structure (SMILES)	C#CC(=O)[C@H]1CN1
frontier orbital gap	10.093	eV
2S+1	1
HOMO	-10.044	eV
E_LUMO	0.002	Eh

Positions of all 12 atoms, in Å:
O1 0.767 -1.702 0.450
N1 1.411 0.186 -1.462
C1 -0.110 -0.901 0.188
C2 -1.326 -0.812 1.000
C3 -2.201 -0.709 1.825
C4 0.070 0.103 -0.916
C5 0.980 1.221 -0.540
H1 1.979 -0.503 -0.968
H2 -0.747 0.290 -1.615
H3 1.360 1.226 0.482
H4 -2.999 -0.600 2.533
H5 0.816 2.201 -0.977

***

## C
C5H5NO | wB97M-V/def2-TZVPD

Summary:
structure (SMILES)	N1O[C@@H]1[C@]12[C@@H]3[C@H]1[C@@H]32
frontier orbital gap	10.122	eV
2S+1	1
HOMO	-8.988	eV
E_LUMO	0.042	Eh

Positions of all 12 atoms, in Å:
O1 1.903 1.481 -0.666
N1 2.447 0.179 -0.378
C1 1.250 0.364 -1.073
C2 -0.330 -0.017 -0.111
C3 -1.344 -1.061 0.115
C4 -0.850 -0.235 1.251
C5 -1.713 0.377 0.206
H1 1.136 0.131 -2.117
H2 -1.689 -2.022 -0.150
H3 -0.618 -0.244 2.281
H4 2.294 -0.026 0.615
H5 -2.486 1.073 0.026

***

## D
C5H5NO | wB97M-V/def2-TZVPD

Summary:
frontier orbital gap	10.858	eV
2S+1	1
HOMO	-9.924	eV
E_LUMO	0.034	Eh

Positions of all 12 atoms, in Å:
O1 -3.054 -0.854 -0.265
N1 0.669 -1.899 -1.146
C1 0.616 -0.640 -1.023
C2 -1.969 -0.689 0.019
C3 -0.576 2.106 1.120
C4 0.996 0.156 0.209
C5 0.079 1.210 0.653
H1 0.319 -0.063 -1.904
H2 -1.124 2.910 1.557
H3 1.157 -0.541 1.039
H4 1.959 0.636 -0.006
H5 0.928 -2.330 -0.253

***

Name the most stable of them. D.